37
Properties=species:S:1:pos:R:3:forces:R:3 method="wB97M-V/def2-TZVPD" e_lumo_ev=0.675 relative_energy_kcal_mol=19.5 energy_ev=-25730.1639 smiles=c1ccc(OB(Oc2ccccc2)Oc2ccccc2)cc1 homo_ev=-8.81
O 0.443 0.536 0.927 0.03 -0.79 -0.25
O 0.235 -1.611 -0.206 1.24 1.37 1.74
O -1.380 0.183 -0.631 0.02 -1.18 0.30
B -0.249 -0.313 0.058 -0.44 0.49 -1.06
C 0.400 4.698 1.486 1.72 -1.23 1.79
C 3.804 -2.442 1.752 1.90 1.17 -0.45
C -3.814 -1.757 -3.422 -1.26 0.35 -0.89
C 1.098 3.868 2.355 0.09 -0.28 0.95
C -0.191 4.063 0.447 -1.80 3.48 -0.27
C 3.792 -1.370 0.832 0.27 -0.02 0.16
C 2.714 -3.210 1.985 -1.46 1.35 -0.48
C -4.262 -0.657 -2.694 -2.41 -1.79 -0.31
C -2.526 -2.143 -3.298 0.73 0.63 1.79
C 1.107 2.468 2.209 0.11 0.83 -0.58
C -0.112 2.771 0.229 -0.67 -4.28 -2.04
C 2.636 -1.161 0.114 -0.50 0.10 0.94
C 1.491 -2.902 1.389 0.45 -0.13 -0.69
C -3.514 -0.094 -1.726 -0.91 2.41 1.33
C -1.741 -1.524 -2.324 1.27 -0.68 0.10
C 0.510 1.896 1.102 -0.53 0.25 -0.07
C 1.494 -1.912 0.469 -1.01 1.31 -2.26
C -2.224 -0.503 -1.554 1.82 0.64 0.93
H 0.364 5.735 1.674 -0.30 0.94 0.02
H 4.729 -2.601 2.296 -0.18 -0.11 0.15
H -4.487 -2.338 -4.054 0.08 0.41 0.05
H 1.550 4.255 3.281 -0.07 -0.03 -0.61
H -0.962 4.632 -0.035 0.11 0.25 -1.09
H 4.629 -0.625 0.754 -0.74 -1.17 -0.02
H 2.642 -3.774 2.837 0.41 -2.02 1.67
H -5.351 -0.483 -2.651 0.64 0.30 -0.46
H -2.167 -3.003 -3.762 0.63 -1.22 -0.94
H 1.623 1.891 2.923 0.39 -0.77 0.76
H -0.625 2.319 -0.639 0.20 0.43 0.64
H 2.576 -0.283 -0.509 -0.27 -0.12 -0.36
H 0.560 -3.410 1.534 -0.20 -0.34 0.49
H -4.040 0.684 -1.125 1.04 -0.59 -0.24
H -0.751 -1.885 -2.027 -0.38 0.03 -0.74

37
Properties=species:S:1:pos:R:3:forces:R:3 method="wB97M-V/def2-TZVPD" e_lumo_ev=3.085 relative_energy_kcal_mol=0.0 total_charge=-1 energy_ev=-97106.8202 homo_ev=-4.22
Br -16.922 -6.501 4.551 0.05 0.01 -0.06
F -17.438 -5.846 8.239 0.03 -0.02 0.07
C -16.911 -6.965 8.764 0.14 -0.07 0.02
C -16.551 -8.005 7.931 0.41 -0.23 -0.49
C -15.968 -9.139 8.488 -0.16 0.24 0.54
C -15.829 -9.237 9.870 0.26 -0.08 0.02
C -16.241 -8.197 10.695 0.08 -0.24 -0.30
C -16.738 -7.031 10.135 -0.50 0.01 0.30
H -16.631 -7.911 6.849 -0.23 0.21 0.10
H -15.624 -9.942 7.851 -0.01 0.03 -0.09
H -15.335 -10.092 10.321 -0.20 -0.07 -0.12
H -16.189 -8.335 11.768 0.13 0.25 0.04
H -17.072 -6.208 10.756 0.06 0.03 -0.07
F -12.737 -7.587 8.187 -0.02 -0.02 0.00
C -12.907 -8.170 6.976 0.05 -0.01 0.00
C -12.331 -9.403 6.751 0.10 0.06 -0.19
C -12.532 -9.983 5.502 0.22 -0.16 0.32
C -13.232 -9.321 4.512 -0.41 -0.17 -0.39
C -13.800 -8.078 4.754 0.33 0.28 0.48
C -13.648 -7.514 6.017 -0.24 0.17 0.01
H -11.716 -9.862 7.513 -0.13 -0.09 0.05
H -12.140 -10.975 5.308 0.08 0.04 -0.01
H -13.402 -9.833 3.572 0.08 0.17 -0.07
H -14.364 -7.490 4.040 -0.16 -0.38 -0.10
H -14.173 -6.600 6.267 0.13 0.03 -0.06
F -17.326 -2.846 6.339 -0.07 0.06 -0.05
C -16.018 -2.624 6.523 0.33 -0.23 0.24
C -15.120 -3.670 6.353 -0.06 -0.28 0.07
C -13.775 -3.423 6.563 0.10 0.57 0.12
C -13.332 -2.140 6.895 0.09 -0.34 -0.01
C -14.245 -1.117 7.083 -0.14 -0.16 0.07
C -15.609 -1.369 6.927 0.18 0.37 -0.45
H -15.472 -4.657 6.065 -0.23 0.10 -0.07
H -13.032 -4.207 6.493 -0.16 -0.16 -0.19
H -12.264 -1.984 6.991 -0.08 0.18 0.14
H -13.911 -0.128 7.372 -0.01 0.02 -0.07
H -16.330 -0.563 6.993 -0.05 -0.12 0.19

44
Properties=species:S:1:pos:R:3:forces:R:3 method="wB97M-V/def2-TZVPD" e_lumo_ev="-6.644 / -8.466" relative_energy_kcal_mol=0.0 multiplicity=5 total_charge=+2 energy_ev=-107602.1965 homo_ev="-14.39 / -14.64"
Os -1.315 -0.384 -0.928 0.17 0.18 -0.06
O -1.037 2.081 3.021 0.14 -0.07 0.14
C -0.990 1.459 1.870 -0.67 0.25 -0.15
O -1.567 0.410 1.631 0.29 -0.14 -0.06
C -0.259 2.207 0.811 0.29 -0.25 -0.17
C 0.312 3.450 0.976 0.06 0.05 0.01
C 0.992 4.009 -0.106 0.01 0.12 0.06
C 1.086 3.312 -1.295 0.07 -0.04 -0.13
C 0.486 2.064 -1.372 -0.10 -0.03 0.26
N -0.168 1.537 -0.346 -0.12 0.15 0.20
C 0.508 1.199 -2.598 -0.22 -0.27 -0.03
O 1.004 1.514 -3.625 0.11 0.00 -0.09
O -0.122 0.008 -2.390 -0.03 0.31 -0.15
H -1.548 1.565 3.669 0.03 0.03 -0.03
H 0.234 3.967 1.921 0.00 -0.01 0.00
H 1.448 4.985 -0.009 0.00 -0.01 0.00
H 1.610 3.701 -2.158 -0.01 0.00 0.00
C -5.866 1.421 -1.592 0.02 -0.08 0.09
N -5.202 0.336 -0.832 -0.11 0.06 -0.06
C -5.923 -0.519 -0.037 -0.04 0.09 -0.05
C -5.354 -1.530 0.650 0.02 -0.01 0.00
C -3.946 -1.718 0.525 0.01 0.01 -0.06
N -3.262 -0.852 -0.245 0.00 -0.19 0.06
C -3.871 0.163 -0.914 0.09 0.10 -0.09
O -3.087 0.882 -1.591 -0.01 -0.15 0.19
N -3.302 -2.702 1.119 -0.02 -0.04 0.02
H -6.735 1.011 -2.097 -0.01 -0.01 0.00
H -5.165 1.806 -2.323 0.02 -0.01 -0.01
H -6.162 2.215 -0.911 -0.01 0.01 0.02
H -6.987 -0.331 -0.001 0.01 0.01 -0.01
H -5.951 -2.191 1.260 0.00 0.01 -0.01
H -3.799 -3.374 1.681 0.00 0.00 0.00
H -2.311 -2.839 0.972 -0.01 0.01 0.01
Br 2.001 -5.949 0.280 0.10 -0.16 0.03
C 1.046 -4.392 -0.047 -0.04 0.05 -0.01
C 0.779 -3.521 1.010 -0.01 0.01 0.01
C 0.072 -2.361 0.773 -0.03 -0.07 -0.11
C -0.366 -2.065 -0.536 -0.07 0.05 -0.01
C -0.091 -2.957 -1.596 0.07 -0.04 0.20
C 0.613 -4.113 -1.346 -0.02 0.03 -0.01
H 1.135 -3.754 2.005 0.01 0.00 -0.01
H -0.125 -1.680 1.591 -0.02 0.04 0.03
H -0.403 -2.733 -2.608 -0.01 0.03 0.00
H 0.842 -4.799 -2.150 0.01 -0.01 0.01

35
Properties=species:S:1:pos:R:3:forces:R:3 method="wB97M-V/def2-TZVPD" e_lumo_ev="-0.038 / -0.999" multiplicity=3 energy_ev=-33284.3596 homo_ev="-6.47 / -7.54"
C -2.251 -0.972 -1.845 0.11 0.11 0.42
C -1.620 -1.163 -3.093 0.42 0.34 -0.51
C -1.387 0.115 -3.650 -0.78 0.02 -1.19
H -1.339 -2.111 -3.521 -0.07 -0.05 -0.06
C -1.835 1.089 -2.730 0.64 0.09 -0.26
C -2.381 0.403 -1.622 -0.01 -0.01 0.40
H -2.725 0.861 -0.712 -0.13 0.01 0.05
H -2.478 -1.745 -1.135 -0.06 -0.05 0.05
H -0.929 0.314 -4.603 -0.07 0.01 -0.07
H -1.745 2.157 -2.831 -0.13 0.07 -0.09
Mo 0.014 -0.047 -1.759 -0.10 -1.63 5.00
Cl 0.172 -1.997 -0.219 0.29 -0.63 -1.47
C 2.363 0.074 -1.491 -0.06 -0.01 0.16
C 1.988 1.297 -2.088 -0.53 0.02 0.67
C 1.501 1.019 -3.372 0.06 -0.30 -1.10
H 1.979 2.254 -1.599 0.15 0.15 0.04
C 1.590 -0.380 -3.582 0.03 0.64 -0.94
C 2.130 -0.960 -2.426 -0.38 -0.02 0.48
H 2.250 -2.012 -2.239 0.08 -0.07 0.01
H 2.669 -0.060 -0.469 0.11 -0.01 0.08
H 1.082 1.738 -4.057 0.08 0.03 -0.06
H 1.254 -0.914 -4.456 0.10 0.01 -0.08
C -0.264 0.505 0.414 0.55 0.38 -0.94
C -0.141 0.321 1.614 0.19 0.52 -0.13
C -0.032 0.133 3.045 0.51 -0.70 -0.37
C -1.067 0.647 3.812 -0.14 0.10 0.71
C -1.025 0.597 5.199 0.37 -0.16 -0.14
C 0.056 0.003 5.849 -0.04 -0.06 -0.37
C 1.070 -0.609 5.102 -0.53 0.35 -0.69
C 1.024 -0.574 3.691 -0.37 0.65 0.69
H -1.913 1.097 3.314 0.04 0.11 -0.04
H -1.832 1.041 5.761 -0.06 0.01 0.15
H 0.097 0.016 6.931 0.05 -0.09 -0.02
H 1.893 -1.087 5.626 -0.09 0.00 -0.23
H 1.833 -1.048 3.140 -0.27 0.17 -0.16